[1]
An isolated molecule of C3H7NOS at a distorted geometry, computed with ωB97M-V/def2-TZVPD.

Results
**Highest occupied orbital energy**: -0.3241 Ha
**Kohn-Sham gap**: 0.357 hartree
**Energy above the lowest of the compared OMol25 structures with the same formula, charge and spin**: 323.53 kJ/mol

```
13
Properties=species:S:1:pos:R:3:forces:R:3
C 1.077 -0.124 0.722 0.6 1.3 0.1
C 0.076 0.667 -1.078 0.0 -0.3 0.2
C -1.367 0.047 0.759 1.0 0.4 2.3
N -0.100 0.626 0.411 0.0 1.1 -2.1
O 1.674 -1.576 -1.523 -0.1 0.2 0.4
S 1.768 -0.190 -0.998 -0.5 0.7 -0.2
H 1.620 0.336 1.564 0.3 -0.6 -0.5
H 0.829 -1.122 0.811 -0.1 -2.5 1.0
H -0.713 0.045 -1.618 1.2 0.8 0.4
H 0.204 1.678 -1.507 -0.3 -0.5 0.2
H -1.732 -0.495 -0.014 -1.3 -1.8 -2.8
H -1.271 -0.730 1.535 -0.1 0.9 0.4
H -2.065 0.838 0.937 -0.6 0.2 0.8
```
Positions in Å, forces in eV/Å.



[2]
A structure of composition C31H28N6O5PSTl at a distorted geometry, computed with ωB97M-V/def2-TZVPD.

Results
**Highest occupied orbital energy**: -0.0013 Ha
**Kohn-Sham gap**: 0.149 hartree
**Energy above the lowest of the compared OMol25 structures with the same formula, charge and spin**: 161.64 kJ/mol
**Charge**: -2

```
73
Properties=species:S:1:pos:R:3:forces:R:3
Tl 0.564 0.510 0.683 0.2 0.1 0.1
C -4.153 -0.016 -1.206 0.0 0.2 0.1
C -2.660 -0.153 -1.067 -0.1 0.0 -0.4
N -2.085 -0.405 0.039 0.5 0.1 0.1
N -2.816 -0.232 1.171 -0.4 -0.9 -0.1
C -2.398 -0.737 2.357 -0.2 0.7 0.2
N -2.947 -0.031 3.406 0.2 -0.1 0.2
S -1.401 -2.028 2.554 0.1 -0.2 -0.1
C -1.768 0.074 -2.247 -0.5 0.1 0.3
C -2.305 0.424 -3.473 0.1 0.0 -0.4
C -1.443 0.747 -4.519 -0.2 0.0 0.1
C -0.089 0.745 -4.283 0.1 0.1 0.1
C 0.355 0.429 -3.001 0.0 -0.1 -0.1
N -0.459 0.079 -2.018 0.3 0.1 0.0
H -4.645 -0.702 -0.515 0.0 0.0 0.1
H -4.478 -0.268 -2.212 0.0 0.0 0.0
H -4.495 1.001 -0.988 0.0 0.0 0.0
H -3.461 0.542 1.196 0.1 0.3 0.0
H -2.931 0.973 3.265 0.0 0.2 -0.2
H -2.508 -0.298 4.274 -0.1 0.0 0.0
H -3.372 0.465 -3.631 0.0 0.0 0.0
H -1.842 1.018 -5.489 0.0 0.0 0.0
H 0.625 1.017 -5.048 0.0 0.0 0.0
H 1.410 0.468 -2.757 0.0 0.0 0.0
O 3.183 -0.028 -1.638 0.0 0.1 0.0
C 3.431 -1.121 -1.248 0.0 -0.3 0.1
C 3.762 -2.333 -0.851 0.1 0.0 0.0
C 5.196 -2.644 -0.605 -0.3 0.1 0.0
C 5.575 -3.902 -0.299 0.0 -0.2 0.0
C 4.647 -4.989 -0.172 0.1 0.2 -0.1
C 3.301 -4.698 -0.298 0.0 0.0 -0.2
C 2.785 -3.439 -0.605 0.1 0.0 0.2
P 1.064 -2.995 -0.479 0.0 -0.2 -0.1
C 0.413 -3.152 -2.202 -0.1 0.0 0.0
C 1.287 -3.129 -3.285 0.0 -0.1 -0.1
C 0.803 -3.113 -4.590 0.0 0.0 0.0
C -0.564 -3.122 -4.833 0.0 0.0 0.1
C -1.449 -3.134 -3.759 0.1 0.0 0.0
C -0.962 -3.136 -2.460 0.0 0.0 0.0
C 0.340 -4.483 0.337 0.1 0.1 0.1
C 0.472 -4.524 1.728 0.0 -0.1 0.0
C 0.033 -5.615 2.460 0.0 0.0 0.0
C -0.565 -6.693 1.815 0.0 0.0 0.0
C -0.718 -6.660 0.438 0.0 0.1 0.0
C -0.268 -5.564 -0.294 0.0 0.0 0.0
H 5.917 -1.838 -0.660 0.0 0.0 0.0
H 6.632 -4.086 -0.124 0.0 0.0 0.0
H 4.982 -5.986 0.079 0.0 0.0 0.0
H 2.595 -5.503 -0.126 -0.1 0.0 0.0
H 2.355 -3.128 -3.095 0.0 0.0 0.0
H 1.501 -3.094 -5.420 0.0 0.0 0.0
H -0.940 -3.104 -5.850 0.0 0.0 0.0
H -2.519 -3.130 -3.938 0.0 0.0 0.0
H -1.656 -3.109 -1.625 0.0 0.0 0.0
H 0.933 -3.683 2.234 0.0 -0.1 0.0
H 0.155 -5.623 3.536 0.0 0.0 0.0
H -0.903 -7.552 2.382 0.0 0.0 0.0
H -1.180 -7.494 -0.078 0.0 0.0 0.0
H -0.381 -5.566 -1.371 0.0 0.0 0.0
O 2.740 3.996 3.361 -0.1 -0.2 -0.3
N 2.366 3.304 2.395 -0.1 0.0 0.3
O 1.800 2.213 2.683 0.0 0.2 -0.1
O -0.009 3.618 -1.925 0.0 0.0 0.1
C -0.478 3.698 -0.799 0.3 0.0 -0.1
C -0.495 4.995 0.010 0.0 0.0 0.1
C -1.351 4.643 1.218 0.0 0.1 0.0
C -1.634 3.159 1.021 0.4 -0.1 -0.5
O -2.348 2.509 1.791 -0.2 -0.1 0.2
N -1.032 2.666 -0.094 -0.5 0.0 0.4
H -0.877 5.811 -0.605 0.0 0.0 0.0
H 0.536 5.224 0.282 0.0 0.0 0.0
H -2.300 5.182 1.261 0.0 0.0 0.0
H -0.842 4.774 2.173 0.0 0.0 0.0
```
Positions in Å, forces in eV/Å.



[3]
A structure of composition C18H20ClN6O2PdSSe at a distorted geometry, computed with ωB97M-V/def2-TZVPD.

Results
**Highest occupied orbital energy (spin up / spin down)**: -0.3797 / -0.3941 Ha
**Kohn-Sham gap (spin up / spin down)**: 0.263 / 0.265 hartree
**Multiplicity**: 3
**Energy above the lowest of the compared OMol25 structures with the same formula, charge and spin**: 69.57 kJ/mol
**Charge**: +1

```
50
Properties=species:S:1:pos:R:3:forces:R:3
Pd 0.611 1.371 -0.660 0.1 0.5 0.8
C -1.192 2.324 3.479 0.1 0.0 -0.1
C -0.883 1.836 2.098 0.9 -0.3 0.3
N 0.250 1.409 1.670 -0.7 0.0 -0.7
N 1.405 1.489 2.358 0.4 0.5 1.0
C 2.593 1.223 1.742 0.1 -0.3 0.1
N 3.701 1.613 2.390 -0.3 0.2 0.1
S 2.728 0.327 0.334 0.1 0.0 -0.5
C -1.946 1.914 1.077 -0.5 0.2 -0.5
C -3.307 1.939 1.375 0.4 -0.1 -0.1
C -4.215 2.128 0.343 0.2 0.0 -0.2
C -3.747 2.302 -0.952 0.0 0.0 0.3
C -2.377 2.261 -1.171 -0.3 0.1 -0.1
N -1.515 2.073 -0.186 0.3 -0.2 -0.1
H -0.330 2.297 4.141 0.0 0.0 0.1
H -1.959 1.691 3.922 0.0 0.0 0.0
H -1.579 3.342 3.441 0.0 0.0 0.0
H 1.431 2.027 3.225 -0.1 -0.2 -0.4
H 3.675 2.314 3.115 0.0 -0.1 0.0
H 4.582 1.471 1.923 -0.1 0.0 0.0
H -3.654 1.796 2.386 0.0 0.0 0.1
H -5.271 2.152 0.557 -0.1 0.0 0.0
H -4.422 2.474 -1.771 -0.1 0.0 -0.1
H -1.949 2.395 -2.161 -0.1 0.0 0.1
Cl 0.210 5.626 -3.014 0.0 0.1 0.0
C 1.481 5.177 -1.856 0.0 -0.2 0.0
C 1.283 3.737 -1.398 0.4 0.9 -0.1
O 1.001 2.859 -2.240 -0.3 -0.7 -0.4
O 1.421 3.489 -0.179 -0.1 -0.2 0.6
H 1.434 5.841 -0.996 0.0 0.0 -0.1
H 2.441 5.278 -2.363 -0.1 0.0 0.1
C -1.982 -3.129 -1.046 -0.7 0.1 0.0
N -0.552 -3.142 -1.167 0.7 0.6 -0.2
C 0.225 -2.097 -1.525 0.2 -0.1 0.0
Se -0.395 -0.445 -2.065 -0.3 0.0 -0.3
N 1.513 -2.510 -1.547 -0.5 0.2 0.0
C 1.575 -3.850 -1.234 -0.5 -0.7 0.3
C 2.618 -4.763 -1.174 -0.1 0.0 0.0
C 2.292 -6.071 -0.858 0.1 0.1 0.0
C 0.979 -6.458 -0.589 0.0 0.0 0.1
C -0.067 -5.557 -0.641 0.0 0.1 -0.1
C 0.249 -4.250 -0.983 0.8 -0.4 0.0
H -2.327 -2.095 -1.058 0.1 -0.1 0.0
H -2.278 -3.600 -0.108 0.1 0.0 0.0
H -2.447 -3.664 -1.876 0.1 0.0 0.0
H 2.288 -1.908 -1.781 -0.2 0.0 0.0
H 3.635 -4.475 -1.385 0.1 0.1 0.0
H 3.074 -6.815 -0.822 0.1 0.0 0.0
H 0.779 -7.488 -0.332 0.0 -0.1 0.0
H -1.082 -5.857 -0.434 -0.1 0.0 0.0
```
Positions in Å, forces in eV/Å.



[4]
A cluster of 2 separate species, C8H18BBr2ClNOS2 in total at a distorted geometry, computed with ωB97M-V/def2-TZVPD.

Results
**Highest occupied orbital energy**: -0.1728 Ha
**Kohn-Sham gap**: 0.249 hartree
**Charge**: -1

```
34
Properties=species:S:1:pos:R:3:forces:R:3
C 4.121 0.939 1.050 0.1 0.1 -0.1
C 3.766 2.213 0.316 -0.5 0.2 0.1
S 2.768 3.358 1.319 0.0 0.1 0.2
C 1.176 3.486 0.438 -0.2 -0.5 0.2
B -0.190 3.184 1.350 -0.2 0.3 0.1
N 0.005 2.739 2.783 -0.5 -0.3 -0.2
Cl -1.089 4.889 1.464 0.1 0.2 0.1
C -1.192 2.122 0.534 -0.8 2.1 0.2
Br -2.943 2.688 -0.058 0.3 0.0 0.1
C -0.835 0.901 0.298 -0.2 -1.5 -0.5
C 0.439 0.336 0.784 0.4 -0.8 -0.2
Br -1.898 -0.384 -0.680 0.1 0.0 0.1
H 3.321 0.216 1.031 -0.4 -0.2 0.0
H 4.314 1.167 2.085 0.3 0.0 0.4
H 4.996 0.481 0.603 0.3 -0.2 0.0
H 4.657 2.721 -0.018 0.4 0.2 0.0
H 3.185 1.996 -0.566 -0.2 -0.1 -0.4
H 1.227 2.795 -0.393 0.1 -0.2 -0.3
H 1.098 4.464 0.006 0.1 0.6 -0.2
H 0.640 1.960 2.885 0.2 0.2 0.2
H 0.257 3.497 3.400 0.2 -0.1 0.0
H 0.685 -0.526 0.182 0.3 -0.3 -0.2
H 1.258 1.029 0.697 0.2 0.4 0.1
H 0.371 -0.007 1.810 -0.1 0.0 0.3
C -4.088 -4.958 -2.888 0.0 -0.1 -0.1
S -3.352 -3.680 -1.854 -0.1 0.1 0.1
O -2.757 -2.678 -2.766 0.0 -0.1 -0.2
C -2.005 -4.692 -1.230 0.1 -0.1 0.0
H -4.934 -4.517 -3.411 0.0 0.1 0.0
H -3.354 -5.315 -3.611 0.0 0.0 0.0
H -4.435 -5.779 -2.259 0.0 0.0 0.0
H -1.407 -5.062 -2.063 0.0 0.0 0.0
H -2.412 -5.523 -0.651 0.0 0.0 0.0
H -1.393 -4.062 -0.587 0.0 0.1 0.0
```
Positions in Å, forces in eV/Å.



[5]
An isolated molecule of C5H7N, computed with ωB97M-V/def2-TZVPD.

Results
**Highest occupied orbital energy**: -0.3339 Ha
**Kohn-Sham gap**: 0.374 hartree
**Energy above the lowest of the compared OMol25 structures with the same formula, charge and spin**: 237.96 kJ/mol

```
13
Properties=species:S:1:pos:R:3:forces:R:3
C -0.192 -2.114 0.373 0.0 -0.1 0.1
C 0.064 -1.169 1.238 0.0 0.3 0.0
N 0.259 -0.135 1.869 -0.1 -0.7 -0.4
C 0.240 1.035 0.945 0.0 0.4 -0.1
C 0.518 0.692 -0.492 -0.1 0.2 -0.1
C -0.342 0.896 -1.481 0.1 0.1 0.1
H -1.221 -2.256 0.066 0.1 -0.3 0.2
H 0.611 -2.614 -0.153 -0.1 -0.1 0.2
H 0.979 1.759 1.297 -0.1 -0.1 0.1
H -0.752 1.489 1.038 0.2 0.0 0.0
H 1.488 0.236 -0.696 -0.1 0.2 0.0
H -1.346 1.268 -1.288 0.2 0.1 0.0
H -0.079 0.695 -2.515 -0.1 -0.1 0.1
```
Positions in Å, forces in eV/Å.



[6]
A structure of composition C5H6O2 at a distorted geometry, computed with ωB97M-V/def2-TZVPD.

Results
**Highest occupied orbital energy**: -0.3636 Ha
**Kohn-Sham gap**: 0.379 hartree
**Energy above the lowest of the compared OMol25 structures with the same formula, charge and spin**: 465.23 kJ/mol

```
13
Properties=species:S:1:pos:R:3:forces:R:3
C -1.998 -0.516 0.574 -3.1 2.7 2.4
C -0.744 0.151 -0.080 -2.4 -1.7 0.8
C -0.227 1.175 -0.654 -2.0 1.5 1.1
C 0.604 0.012 -0.680 2.2 -1.5 -0.7
C 1.804 0.118 0.208 2.2 0.8 2.6
H -2.682 -1.258 -0.055 2.1 1.4 1.2
H -2.745 0.511 0.699 1.9 -2.9 -0.6
H -2.063 -0.815 1.846 1.0 0.5 -4.1
H -0.277 2.236 -0.709 0.2 0.4 -0.5
H 0.764 -0.456 -1.651 0.2 -0.4 0.1
H 2.683 -1.474 -0.672 1.9 4.4 2.7
O 3.009 -0.499 -0.028 -2.9 -5.3 -4.1
O 1.872 0.816 1.202 -1.3 0.0 -1.0
```
Positions in Å, forces in eV/Å.